1.
C2H3FIO2S | wB97M-V/def2-TZVPD

Geometry as XYZ:
```
10
Properties=species:S:1:pos:R:3:forces:R:3
C -0.37253 -0.01212 0.34930 0.4 0.3 -1.2
C -0.24040 -1.19484 1.33138 0.9 1.4 0.2
O -5.09645 -0.85062 0.18182 0.2 -0.1 -0.5
O -4.53380 0.02176 2.33173 0.2 0.3 1.0
F -0.13222 -0.51551 2.58305 -0.3 -0.5 -0.1
S -4.05905 -0.27691 1.01239 -0.7 0.2 -0.6
I -2.15350 -2.40842 1.27077 -0.5 -0.4 0.3
H -0.95212 -0.22695 -0.57185 0.6 -0.3 0.4
H 0.68355 0.15478 0.11300 0.2 -0.3 -0.6
H -0.60284 1.04807 0.55575 -0.9 -0.4 1.1
```
Forces are in eV/Å.

As for the spin multiplicity: 1. The LUMO energy (spin up / spin down) comes out at 3.28 / 3.28 eV. The calculation puts the HOMO-LUMO gap (spin up / spin down) at 6.39 / 6.39 eV. Its charge is -1. For the energy above the lowest of the compared OMol25 structures with the same formula, charge and spin, the calculation gives 214.5 kJ/mol.

2.
C2H2N3OS | wB97M-V/def2-TZVPD

Geometry as XYZ:
```
9
Properties=species:S:1:pos:R:3:forces:R:3
C 2.42624 -0.53271 -0.14775 2.7 -1.7 -1.7
C 1.20890 -0.13161 2.10006 -1.7 -0.7 -1.0
N 3.36179 -1.14787 -0.50040 -0.9 0.2 0.4
N 0.25052 0.20290 -0.30818 -0.1 1.7 -1.4
N 1.52159 0.26793 0.25674 -1.3 2.0 3.4
O 0.27337 -0.90027 2.06406 1.3 0.6 0.2
S 2.01841 0.75154 3.21680 0.5 0.1 -0.2
H -0.30828 0.99786 0.06330 0.8 -0.9 -0.3
H -0.13182 -0.63442 0.02162 -1.3 -1.4 0.6
```
Forces are in eV/Å.

As for the spin multiplicity: 1. The LUMO energy comes out at 3.61 eV. The calculation puts the HOMO-LUMO gap at 7.80 eV. Its charge is -1. For the energy above the lowest of the compared OMol25 structures with the same formula, charge and spin, the calculation gives 121.8 kJ/mol.